Entry 1:
C18H36F6KN2O10PS2 as an isolated structure, computed with the ωB97M-V functional and the def2-TZVPD basis.

## Properties
ΔE to the lowest compared entry with this formula, charge and spin (kcal/mol): 0.0
Total energy (eV): -106298.6969
Largest force on an atom (Eh/bohr): 0.061
Gap between HOMO and LUMO (eV): 3.73

Geometry as ORCA input:
```
! wB97M-V def2-TZVPD RIJCOSX def2/J DEFGRID3
* xyz -2 1
K -0.72205 9.07720 -8.22982
P -1.47869 10.44719 -5.81192
O -1.79129 11.32407 -4.58689
O -1.99242 11.19095 -7.11852
O -2.20427 9.07849 -5.80151
O 0.09422 10.16843 -5.95091
C -2.62264 14.21290 -9.55062
C -1.32259 14.60660 -8.87394
C -0.31587 13.45921 -8.74865
N 0.51809 13.57036 -7.54251
C 1.37846 12.38692 -7.50825
C -0.32176 13.53495 -6.25972
C -0.12580 14.87505 -5.58606
C 1.27304 15.28186 -6.02073
C 1.33977 14.83500 -7.47298
H -3.13961 15.11482 -9.89327
H -3.28709 13.80429 -8.78606
H -2.51281 13.48513 -10.34895
H -1.59953 15.09182 -7.93308
H -0.81741 15.42438 -9.41668
H 0.25631 13.36701 -9.66848
H -0.96828 12.58583 -8.61524
H 2.11388 12.32708 -8.31334
H 0.70496 11.53945 -7.63848
H 1.80477 12.26130 -6.51836
H 0.03373 12.70837 -5.64728
H -1.36569 13.28499 -6.45546
H -0.28671 14.77759 -4.51466
H -0.80884 15.66056 -5.93754
H 2.00477 14.68951 -5.46083
H 1.51608 16.34364 -5.94219
H 2.35464 14.55643 -7.75006
H 0.95707 15.56188 -8.18258
C 3.12132 9.01898 -9.60677
C 3.24125 8.35571 -8.25499
C 2.78529 9.15712 -7.07228
N 2.78607 8.44228 -5.77062
C 1.63730 7.42441 -5.84351
C 4.03708 7.74841 -5.43055
C 4.17386 7.87825 -3.92770
C 3.67065 9.30996 -3.72538
C 2.49198 9.45747 -4.68500
H 3.75698 9.89390 -9.78992
H 2.10387 9.42767 -9.68119
H 3.22140 8.35683 -10.46267
H 4.20726 7.85884 -8.09979
H 2.56413 7.49207 -8.33193
H 1.85076 9.64381 -7.13588
H 3.55741 9.91990 -6.87909
H 0.73825 7.99897 -6.08451
H 1.60803 6.91768 -4.88212
H 1.94436 6.71623 -6.60617
H 4.08264 6.77324 -5.91698
H 4.86383 8.22360 -5.97346
H 3.55759 7.22280 -3.30789
H 5.19073 7.72419 -3.57032
H 3.34920 9.50313 -2.70399
H 4.48759 9.97395 -4.02498
H 1.56197 9.11869 -4.24302
H 2.42012 10.48157 -5.01982
C -0.45839 9.30214 -12.89695
F -1.57114 8.97964 -13.52750
F -0.12358 8.25475 -12.12768
F 0.55515 9.47234 -13.73580
S -0.70996 10.82204 -11.80070
O -0.11653 11.90916 -12.56163
O -2.13858 10.93199 -11.66509
O 0.01192 10.47769 -10.58620
C 0.57136 4.58175 -10.30949
F 1.07736 3.36662 -10.41897
F 1.20113 5.36424 -11.15843
F -0.68582 4.51138 -10.66036
S 0.79079 5.21074 -8.57780
O 0.21833 6.52860 -8.57811
O 0.12854 4.22367 -7.75944
O 2.24087 5.20593 -8.42981
*
```

=====

Entry 2:
A 6-piece molecular cluster, C27H54F4N3O5 overall, computed with the ωB97M-V functional and the def2-TZVPD basis.

## Properties
Total energy (eV): -54445.3611
Largest force on an atom (Eh/bohr): 0.013
Gap between HOMO and LUMO (eV): 7.77

Geometry as ORCA input:
```
! wB97M-V def2-TZVPD RIJCOSX def2/J DEFGRID3
* xyz 1 1
C 1.66524 -0.42889 -1.22608
C 1.11148 0.11333 -2.55661
C 2.23271 0.56041 -3.49007
C 0.20452 -0.91656 -3.26661
N -1.12408 -0.35936 -3.57680
C -2.13474 -0.29441 -2.75030
N -2.24738 -1.04156 -1.67462
N -3.22736 0.55602 -3.02031
C -3.01030 1.96660 -3.06258
F -2.02380 2.31464 -3.94096
F -4.14168 2.52217 -3.49748
C -2.68591 2.60169 -1.70545
F -3.74809 2.43318 -0.89068
F -1.62511 1.95937 -1.14501
H 1.12354 -1.30286 -0.86511
H 2.71166 -0.71759 -1.31591
H 1.61270 0.31753 -0.43643
H 0.50458 0.99358 -2.33108
H 1.85238 0.90723 -4.45353
H 2.92563 -0.26231 -3.67639
H 2.80071 1.37108 -3.03756
H 0.07113 -1.81965 -2.67303
H 0.62689 -1.24151 -4.21541
H -1.12640 0.37778 -4.27204
H -3.04074 -0.89922 -1.06982
H -1.56281 -1.73864 -1.42900
H -3.77412 0.26132 -3.82679
H -2.46207 3.66261 -1.83692
C -3.82080 6.92471 -3.46273
C -3.53886 7.94158 -2.35902
C -2.18054 7.47160 -1.85048
O -1.51288 6.88087 -2.96743
C -2.42912 6.71124 -4.04933
H -4.54693 7.26199 -4.20024
H -4.19073 5.99239 -3.02604
H -3.46184 8.94443 -2.78185
H -4.29392 7.95892 -1.57497
H -2.29127 6.71449 -1.06453
H -1.56833 8.28045 -1.45212
H -2.19769 7.44100 -4.83065
H -2.29803 5.71055 -4.46795
C 3.02609 -0.96808 3.87343
C 1.62844 -1.56534 3.97114
C 1.08535 -1.31505 2.56993
O 2.21197 -1.39783 1.69312
C 3.42423 -1.39435 2.47306
H 3.71329 -1.36292 4.62014
H 2.99106 0.11943 3.96843
H 1.69475 -2.63814 4.16439
H 1.01259 -1.11279 4.74845
H 0.62679 -0.32131 2.49370
H 0.34942 -2.06148 2.26007
H 3.83786 -2.40268 2.50977
H 4.13951 -0.72048 2.00048
C 6.13606 -5.35686 5.29426
C 5.41862 -6.17322 4.22018
C 4.28148 -5.23553 3.83865
O 4.78340 -3.90791 4.01224
C 6.02117 -3.94685 4.73328
H 7.17011 -5.65909 5.45255
H 5.60416 -5.42785 6.24488
H 6.07672 -6.34305 3.36570
H 5.06060 -7.13870 4.57421
H 3.41748 -5.38312 4.49448
H 3.95362 -5.34961 2.80358
H 6.84255 -3.71853 4.04637
H 5.99195 -3.18124 5.50966
C 1.22931 -3.48872 7.69442
C 1.84504 -3.04364 9.02045
C 3.05381 -3.96616 9.11941
O 3.47500 -4.21331 7.77547
C 2.47512 -3.76544 6.86260
H 0.58024 -2.74042 7.24045
H 0.65181 -4.40477 7.83349
H 2.16552 -2.00175 8.95811
H 1.17188 -3.14405 9.87035
H 2.78813 -4.91635 9.59373
H 3.88708 -3.52770 9.66895
H 2.82757 -2.85633 6.36289
H 2.32467 -4.53504 6.10394
C -6.56518 1.96253 -7.77385
C -5.63971 2.79758 -6.88929
C -4.56328 1.77846 -6.53965
O -4.46391 0.89136 -7.64268
C -5.56689 1.10079 -8.53621
H -7.19068 2.56042 -8.43386
H -7.21622 1.33846 -7.15859
H -5.20602 3.61954 -7.46140
H -6.12985 3.21342 -6.01008
H -4.85495 1.20395 -5.64633
H -3.58504 2.23116 -6.35939
H -5.20505 1.60948 -9.43409
H -5.96525 0.12886 -8.82511
*
```

=====

Entry 3:
An isolated ion of composition C2H4N3 and charge +1, computed with the ωB97M-V functional and the def2-TZVPD basis.

## Properties
ΔE to the lowest compared entry with this formula, charge and spin (kcal/mol): 103.2
Total energy (eV): -6596.9901
Largest force on an atom (Eh/bohr): 0.057
Gap between HOMO and LUMO (eV): 9.92

Geometry as ORCA input:
```
! wB97M-V def2-TZVPD RIJCOSX def2/J DEFGRID3
* xyz 1 1
H 3.03005 1.59348 0.00237
N 2.29495 0.87139 0.00969
N 2.78403 -0.26604 -0.00961
N 1.68451 -1.05635 0.00269
C 0.59747 -0.59724 0.01138
C -0.78086 -0.51826 0.00789
H -1.23864 -1.47877 -0.26973
H -1.10306 0.23064 -0.72916
H -1.15967 -0.21929 0.99470
*
```

=====

Entry 4:
One molecule with the formula C4H7ClS, computed with the ωB97M-V functional and the def2-TZVPD basis.

## Properties
ΔE to the lowest compared entry with this formula, charge and spin (kcal/mol): 23.2
Total energy (eV): -27617.7020
Largest force on an atom (Eh/bohr): 0.074
Gap between HOMO and LUMO (eV): 9.69

Geometry as ORCA input:
```
! wB97M-V def2-TZVPD RIJCOSX def2/J DEFGRID3
* xyz 0 1
C -0.42280 -0.79737 1.11262
C -0.66141 0.05093 -0.04460
Cl -2.24497 0.77557 -0.04918
C -0.07217 -0.20743 -1.43634
C 0.47559 0.96708 -0.56800
S 2.06630 1.12116 0.18246
H -0.75633 -0.38406 2.01523
H 0.55474 -1.28974 1.17147
H -1.05412 -1.59983 1.01756
H -0.62544 0.11320 -2.24370
H 0.70144 -0.90595 -1.55078
H 0.23932 1.94561 -0.82521
H 1.79985 0.21083 1.21846
*
```